100
Properties=species:S:1:pos:R:3:lowdin_charge:R:1 method="wB97M-V/def2-TZVPD" charge=+2 total_energy_ha=-5219.374161 homo_energy_ev="-12.840 / -12.840" homo_lumo_gap_ha="0.18078 / 0.18068"
Ru 0.9430 0.4895 0.6547 0.891
C 3.4249 0.7708 -1.5528 -0.211
P 1.7061 0.2323 -1.8840 1.146
C 1.7547 -1.4767 -2.4700 -0.337
C 2.8483 -2.3090 -2.2481 -0.053
C 2.8095 -3.6314 -2.6541 -0.042
C 1.6867 -4.1403 -3.2901 -0.043
C 0.5999 -3.3150 -3.5399 -0.050
C 0.6331 -1.9951 -3.1318 -0.160
C 1.2869 1.2620 -3.3247 -0.342
C 1.1692 2.6537 -3.1838 -0.082
C 0.9657 3.4413 -4.3006 -0.031
C 0.8790 2.8599 -5.5607 -0.034
C 1.0173 1.4916 -5.7048 -0.043
C 1.2200 0.6900 -4.5954 -0.070
C 3.8236 0.0189 -0.3576 -0.413
C 5.0119 -0.5605 0.0295 -0.023
C 4.7141 -1.4211 1.1024 -0.010
C 3.3523 -1.3314 1.3234 -0.377
C 2.4842 -2.1151 2.2188 -0.221
P 0.8030 -1.3876 2.1535 1.024
C 0.6687 -0.9914 3.9149 -0.397
C 0.2425 -1.9345 4.8491 -0.072
C 0.3283 -1.6599 6.2043 -0.042
C 0.8743 -0.4632 6.6387 -0.043
C 1.3520 0.4571 5.7148 -0.053
C 1.2487 0.1941 4.3617 -0.132
C -0.2300 -2.8020 1.7033 -0.382
C 0.2846 -3.6253 0.7079 -0.115
C -0.4244 -4.7314 0.2827 -0.051
C -1.6710 -5.0114 0.8268 -0.041
C -2.1971 -4.1833 1.8094 -0.052
C -1.4737 -3.0894 2.2575 -0.111
N 2.8214 -0.3981 0.4805 -0.111
H 3.3407 1.8434 -1.3446 0.095
H 4.0762 0.6339 -2.4211 0.132
H 3.7464 -1.9393 -1.7715 0.103
H 3.6679 -4.2618 -2.4832 0.120
H 1.6672 -5.1706 -3.6129 0.120
H -0.2624 -3.6946 -4.0651 0.121
H -0.2074 -1.3530 -3.3712 0.100
H 1.2639 3.1150 -2.2207 0.080
H 0.8821 4.5108 -4.1892 0.121
H 0.7191 3.4791 -6.4311 0.121
H 0.9729 1.0429 -6.6850 0.119
H 1.3466 -0.3702 -4.7283 0.097
H 5.9562 -0.3942 -0.4471 0.119
H 5.3793 -2.0612 1.6419 0.115
H 2.8493 -2.0915 3.2544 0.115
H 2.4472 -3.1694 1.9261 0.099
H -0.1529 -2.8865 4.5284 0.105
H -0.0174 -2.3882 6.9197 0.119
H 0.9487 -0.2564 7.6926 0.118
H 1.8121 1.3720 6.0508 0.118
H 1.6493 0.9146 3.6583 0.101
H 1.2485 -3.4077 0.2459 0.106
H -0.0083 -5.3705 -0.4811 0.115
H -2.2255 -5.8732 0.4924 0.118
H -3.1585 -4.4020 2.2448 0.118
H -1.8863 -2.4813 3.0512 0.102
C -1.6720 0.9440 3.7014 0.006
C -0.8924 1.9457 2.9388 -0.314
N -0.0958 1.8558 1.8440 -0.016
C 0.2625 3.1593 1.5461 -0.115
C -0.2921 4.0222 2.4469 -0.034
N -0.9960 3.2281 3.3050 0.212
C -0.2973 5.5106 2.6712 -0.465
O 0.3381 6.2624 1.8063 0.179
O -0.8950 5.9147 3.6293 0.151
C 1.0985 3.4112 0.3446 -0.543
O 1.3644 4.5486 -0.0065 0.110
O 1.4677 2.3349 -0.2508 -0.216
H -1.5648 -0.0529 3.2856 0.049
H -2.7263 1.2236 3.6757 0.108
H -1.3444 0.9245 4.7410 0.102
H -1.5182 3.6098 4.0875 0.196
H 0.7723 5.7606 1.0768 0.086
C -1.6363 -1.5948 -1.0135 -0.223
As -1.2490 0.1814 -0.3506 1.150
C -2.9079 0.3817 0.6460 -0.228
C -1.5452 1.4598 -1.8289 -0.280
C -2.9692 1.5804 -2.2596 -0.317
C -3.8090 2.5372 -1.6875 -0.062
C -5.1309 2.6267 -2.0752 -0.058
C -5.6342 1.7622 -3.0417 -0.055
C -4.8016 0.8188 -3.6313 -0.059
C -3.4759 0.7322 -3.2468 -0.054
H -2.5397 -1.5141 -1.6329 0.060
H -1.8457 -2.2351 -0.1621 0.013
H -0.8182 -2.0164 -1.5854 -0.009
H -3.7004 0.2266 -0.0937 0.053
H -3.0360 1.3789 1.0682 0.041
H -2.9902 -0.3968 1.4013 0.030
H -0.9390 1.0966 -2.6601 0.045
H -1.1282 2.4236 -1.5202 0.084
H -3.4223 3.2287 -0.9509 0.115
H -5.7696 3.3776 -1.6349 0.114
H -6.6649 1.8375 -3.3463 0.112
H -5.1812 0.1628 -4.3995 0.113
H -2.8268 0.0133 -3.7280 0.109